(1)
Below is an isolated molecule of C19H20F2N2O3, with properties calculated with wB97M-V/def2-TZVPD.

- spin multiplicity = 1
- DFT total energy (eV) = -34584.9924
- Kohn-Sham gap (eV) = 8.70
- E_LUMO (eV) = 0.664
- strongest force on any atom (eV/Å) = 0.6
- SMILES = COc1cc2c(cc1OC)CN(CC(=O)Nc1ccc(F)cc1F)CC2

Last column: Löwdin charge in e.
Cartesian coordinates (Å):
C -4.4581 -2.9345 1.2511  -0.083
H -5.3483 -3.5606 1.2048  0.096
H -4.3408 -2.5512 2.2701  0.097
H -3.5816 -3.5331 0.9827  0.098
O -4.6828 -1.8992 0.3286  -0.117
C -3.7016 -0.9542 0.1434  -0.182
C -2.5120 -0.9521 0.8566  0.031
C -1.5302 0.0114 0.6665  -0.173
C -1.7368 1.0086 -0.2739  -0.155
C -2.9225 1.0166 -0.9910  0.048
C -3.9146 0.0612 -0.8086  -0.190
O -5.0083 0.2448 -1.6025  -0.069
C -6.0772 -0.6736 -1.6101  -0.077
H -6.7723 -0.2906 -2.3575  0.093
H -5.7492 -1.6745 -1.8985  0.095
H -6.5770 -0.7233 -0.6407  0.093
H -3.1100 1.7837 -1.7264  0.131
C -0.7196 2.0926 -0.5084  -0.132
N 0.5745 1.7508 0.0527  -0.197
C 1.5578 2.8016 -0.1118  -0.097
C 2.9799 2.2493 -0.0296  -0.451
O 3.9372 2.9329 0.2514  0.074
N 3.0126 0.9253 -0.3381  0.144
C 4.0954 0.0594 -0.3544  -0.154
C 5.4191 0.4694 -0.2042  0.009
C 6.4508 -0.4504 -0.2376  -0.005
C 6.1632 -1.7899 -0.4243  -0.280
C 4.8631 -2.2418 -0.5744  0.066
C 3.8529 -1.3060 -0.5343  -0.201
F 2.5693 -1.7201 -0.6674  0.066
H 4.6447 -3.2874 -0.7158  0.132
F 7.1678 -2.6868 -0.4597  0.060
H 7.4749 -0.1350 -0.1214  0.119
H 5.6229 1.5166 -0.0559  0.106
H 2.0902 0.5241 -0.5043  0.133
H 1.4490 3.2393 -1.1094  0.137
H 1.4582 3.6190 0.6197  0.139
C 0.4296 1.3287 1.4373  -0.173
C -0.2530 -0.0349 1.4562  -0.112
H 0.4141 -0.7794 1.0112  0.116
H -0.4522 -0.3396 2.4853  0.121
H -0.1666 2.0548 2.0150  0.136
H 1.4191 1.2624 1.8961  0.127
H -1.1075 3.0353 -0.0761  0.138
H -0.5973 2.2491 -1.5846  0.132
H -2.3271 -1.7188 1.5922  0.110

(2)
Below is an isolated molecule of C2H3NS3, with properties calculated with wB97M-V/def2-TZVPD.

- spin multiplicity = 1
- DFT total energy (eV) = -36116.2825
- Kohn-Sham gap (eV) = 6.79
- E_LUMO (eV) = -1.768
- strongest force on any atom (eV/Å) = 4.9
- SMILES = NC(=S)C(=S)S

Last column: Löwdin charge in e.
Cartesian coordinates (Å):
C -0.7488 0.0661 0.0045  -0.952
C 0.5984 -0.4447 0.0923  -1.249
H -1.8145 1.9223 0.1477  0.132
H -0.0150 2.0023 0.8363  0.190
H 2.2471 -2.3457 -0.3633  -0.021
N -0.8491 1.4408 0.1845  -0.017
S -2.0692 -0.9824 -0.4597  0.562
S 0.8360 -2.1406 0.0628  0.693
S 1.8151 0.4820 -0.5051  0.664

(3)
Below is the ion C3H7IN with charge +1, with properties calculated with wB97M-V/def2-TZVPD.

- spin multiplicity = 1
- DFT total energy (eV) = -12806.1637
- Kohn-Sham gap (alpha / beta) (eV) = 8.28 / 8.28
- net charge = +1
- E_LUMO (alpha / beta) (eV) = -5.831 / -5.831
- strongest force on any atom (eV/Å) = 7.4

Last column: Löwdin charge in e.
Cartesian coordinates (Å):
C -0.4280 0.5859 0.1567  -0.174
C -1.5598 0.6700 -0.8801  -0.556
C 1.5077 -0.5548 0.7104  -0.065
N 0.3348 -0.5346 -0.1419  -0.004
I -2.8740 -0.4011 0.3854  1.057
H 0.0368 1.4832 0.5494  0.158
H -1.1683 0.0742 -1.6462  0.040
H -1.6619 1.6928 -1.1334  0.068
H 2.1784 0.2413 0.3943  0.101
H 1.4227 -0.4346 1.7627  0.094
H 2.1176 -1.4410 0.5110  0.108
H 0.0940 -1.3813 -0.6686  0.174

(4)
Below is a cluster of 8 separate species, C12H40O8 in total, with properties calculated with wB97M-V/def2-TZVPD.

- spin multiplicity = 2
- DFT total energy (eV) = -29460.3930
- Kohn-Sham gap (alpha / beta) (eV) = 8.59 / 1.80
- net charge = +1
- E_LUMO (alpha / beta) (eV) = -3.156 / -9.946
- strongest force on any atom (eV/Å) = 2.8

Last column: Löwdin charge in e.
Cartesian coordinates (Å):
C -32.9957 2.1856 8.9405  0.027
C -31.6807 3.0448 9.1492  -0.149
O -30.7374 2.7392 8.1385  0.182
H -33.4982 2.2347 9.9065  0.086
H -32.8844 1.1668 8.5691  0.103
H -33.7258 2.7506 8.3610  0.093
H -31.2486 2.8437 10.1294  0.117
H -31.7422 4.1098 8.9252  0.155
H -31.0113 3.1955 7.3395  0.147
C -29.1106 3.7290 13.0192  -0.078
C -29.6271 2.3232 12.9476  -0.323
O -30.9991 2.4376 13.1624  -0.011
H -29.5607 4.3137 12.2169  0.075
H -28.0373 3.8243 12.8543  0.083
H -29.1995 4.2183 13.9891  0.090
H -29.2119 1.7036 13.7426  0.131
H -29.3298 1.8799 11.9973  0.114
H -31.4478 1.5892 13.1401  0.053
C -36.1823 0.0437 15.5149  -0.055
C -36.3725 -0.9070 14.3408  -0.279
O -35.1482 -1.6117 14.0952  -0.110
H -37.0399 0.7040 15.6439  0.075
H -35.2983 0.5929 15.1908  0.063
H -36.0071 -0.4643 16.4632  0.082
H -36.6541 -0.3378 13.4548  0.111
H -37.1577 -1.6620 14.3807  0.116
H -34.7559 -1.7893 14.9532  0.098
C -32.0369 -1.9062 11.0008  -0.040
C -31.2948 -0.6041 11.4508  -0.290
O -31.7646 -0.2922 12.7411  -0.104
H -33.1191 -1.7785 10.9760  0.069
H -31.7996 -2.7050 11.7035  0.080
H -31.6687 -2.2800 10.0454  0.078
H -31.6630 0.2279 10.8505  0.084
H -30.2116 -0.5666 11.3352  0.118
H -31.0971 -0.7221 13.2807  0.113
C -35.7246 3.4891 14.0684  -0.081
C -36.9817 4.1234 14.6762  -0.305
O -38.0286 3.1840 14.7695  -0.081
H -35.9299 3.0021 13.1151  0.053
H -35.2659 2.7077 14.6743  0.050
H -34.9437 4.2066 13.8163  0.070
H -37.3187 4.9437 14.0423  0.108
H -36.7597 4.4689 15.6858  0.112
H -38.4002 3.1606 15.6544  0.084
C -36.7749 -5.1495 13.0153  -0.096
C -35.4110 -4.7505 12.5095  -0.311
O -35.4846 -3.5134 11.8072  -0.091
H -36.7939 -5.9702 13.7323  0.073
H -37.4146 -5.4909 12.2015  0.076
H -37.2813 -4.3388 13.5393  0.064
H -35.0040 -5.5800 11.9312  0.112
H -34.8126 -4.5562 13.3996  0.101
H -35.2684 -2.7770 12.3839  0.030
O -34.5456 0.5362 12.1493  -0.032
H -33.5967 0.4227 12.2033  0.016
H -34.9030 -0.1748 12.6813  0.012
O -36.5000 1.3238 10.4862  -0.049
H -35.8154 1.0896 11.1128  -0.048
H -36.5544 2.2781 10.5356  0.025

(5)
Below is a cluster of 2 separate species, C5H10O in total, with properties calculated with wB97M-V/def2-TZVPD.

- spin multiplicity = 1
- DFT total energy (eV) = -7391.8523
- Kohn-Sham gap (eV) = 10.90
- E_LUMO (eV) = 1.139
- strongest force on any atom (eV/Å) = 0.4
- SMILES = C=CC1COC1.[H][H]

Last column: Löwdin charge in e.
Cartesian coordinates (Å):
C 2.0024 0.1119 0.7502  0.006
C 1.0901 -0.8220 0.4989  -0.153
C -0.3967 -0.6598 0.6052  -0.259
C -1.2178 -0.8621 -0.6854  -0.164
O -1.8108 0.4388 -0.5696  -0.151
C -1.0173 0.7476 0.5864  -0.171
H 3.0642 -0.0976 0.6527  0.054
H 1.7316 1.1175 1.0659  0.056
H 0.5793 1.6677 -2.0930  0.060
H 1.4219 -1.8145 0.1871  0.105
H -0.1377 1.4834 -1.9960  0.040
H -0.7753 -1.2754 1.4299  0.141
H -1.9703 -1.6596 -0.6634  0.116
H -0.6131 -0.9514 -1.5977  0.111
H -1.6389 1.0132 1.4492  0.119
H -0.3118 1.5621 0.3796  0.090

(6)
Below is a cluster of 2 separate species, C20H28ClNO5 in total, with properties calculated with wB97M-V/def2-TZVPD.

- spin multiplicity = 1
- DFT total energy (eV) = -45431.1082
- Kohn-Sham gap (eV) = 7.58
- E_LUMO (eV) = -1.445
- strongest force on any atom (eV/Å) = 8.6
- SMILES = CCC[C@@H](C)c1cccc2c1C(=O)N([C@H](Cl)CC)C2=O.CCOC(=O)OC

Last column: Löwdin charge in e.
Cartesian coordinates (Å):
C 2.2317 -1.9626 3.4646  -0.131
C 0.6249 -1.6720 3.7357  -0.228
C 0.0268 -0.4300 2.7932  -0.176
C -0.7057 -1.0602 1.4687  -0.327
C -1.6496 -0.0032 0.6333  -0.090
C 0.4567 -1.7894 0.5724  -0.043
C 0.3757 -3.4479 0.3709  0.002
C 1.5130 -4.2575 -0.5505  -0.024
C 2.7252 -3.3779 -1.2952  0.019
C 2.6982 -1.7630 -1.0224  0.001
C 1.6443 -0.8996 -0.1145  0.025
C 2.0176 0.6927 -0.0969  -0.194
O 1.3574 1.7571 0.3664  -0.012
N 3.3738 0.7705 -0.8302  -0.015
C 4.4958 1.4653 -0.1093  -0.596
Cl 6.2098 0.9519 -0.5700  0.587
C 4.4057 1.4024 1.5414  -0.229
C 3.7822 2.8000 2.2084  -0.124
C 3.6334 -0.5242 -1.5489  -0.258
O 4.4132 -0.8835 -2.5683  -0.031
H 2.3280 -3.0074 2.8994  0.079
H 2.8792 -2.0143 4.4408  0.077
H 2.5977 -1.1485 2.7063  0.038
H 0.4712 -1.4143 4.8692  0.103
H 0.0567 -2.6544 3.4180  0.096
H 0.9115 0.2904 2.4991  0.097
H -0.7184 0.1734 3.4718  0.117
H -1.4459 -1.9077 1.8680  0.138
H -1.0637 0.8340 0.0633  0.071
H -2.3731 0.5291 1.3916  0.088
H -2.3548 -0.5691 -0.1464  0.095
H -0.5053 -4.0738 0.8726  0.101
H 1.4531 -5.4292 -0.6805  0.089
H 3.5606 -3.8485 -1.9659  0.101
H 4.4068 2.6245 -0.3817  0.131
H 5.5360 1.3733 1.9249  0.096
H 3.9051 0.4300 1.9567  0.095
H 2.7557 2.5041 2.6908  0.068
H 3.6128 3.6400 1.4087  0.079
H 4.5031 3.2068 3.0612  0.086
C -7.0926 1.4484 -2.0677  -0.072
C -6.6225 0.8218 -3.3676  -0.219
O -5.5480 1.5726 -3.9476  0.023
C -4.3378 1.4242 -3.3513  -0.549
O -4.0924 0.7149 -2.3899  0.099
O -3.4514 2.2234 -3.9970  -0.006
C -2.1572 2.2423 -3.3990  -0.052
H -7.3543 2.5017 -2.2191  0.083
H -7.9636 0.9185 -1.6739  0.079
H -6.3062 1.4266 -1.3048  0.074
H -7.4444 0.8381 -4.0917  0.123
H -6.3318 -0.2252 -3.2335  0.124
H -1.7536 1.2299 -3.2930  0.097
H -2.2019 2.7444 -2.4283  0.099
H -1.4889 2.8112 -4.0524  0.096

(7)
Below is a cluster of 2 separate species, C5H11O2 in total, with properties calculated with wB97M-V/def2-TZVPD.

- spin multiplicity = 1
- DFT total energy (eV) = -9458.5049
- Kohn-Sham gap (eV) = 7.39
- net charge = -1
- E_LUMO (eV) = 3.797
- strongest force on any atom (eV/Å) = 5.3

Last column: Löwdin charge in e.
Cartesian coordinates (Å):
C 1.5904 0.2493 0.9761  -0.197
C 0.7728 1.5055 0.7953  -0.138
C 0.6324 -1.0802 1.1476  -0.709
O 0.4006 -1.7461 0.0535  -0.170
O 0.2296 -1.4552 2.2442  -0.079
H 2.3700 0.1653 0.2327  0.071
H 2.1747 0.2316 1.9484  0.093
H 0.2940 1.7251 1.7347  0.069
H 0.0159 1.2681 0.1298  0.004
H 1.3133 2.2714 0.1737  0.079
C -2.2003 0.4720 -1.8687  -0.140
C -1.0408 1.2834 -2.6027  -0.138
H -2.4370 1.2296 -1.0975  0.056
H -3.0786 0.0755 -2.4374  0.057
H -1.7290 -0.4494 -1.4201  0.064
H -0.4535 0.7120 -3.1564  0.004
H -0.4132 1.8216 -1.9790  0.019
H -1.6252 1.9792 -3.1966  0.055

(8)
Below is a cluster of 3 separate species, C3H14N2O2 in total, with properties calculated with wB97M-V/def2-TZVPD.

- spin multiplicity = 2
- DFT total energy (eV) = -10410.9316
- Kohn-Sham gap (alpha / beta) (eV) = 2.46 / 9.06
- net charge = -1
- E_LUMO (alpha / beta) (eV) = 3.481 / 3.473
- strongest force on any atom (eV/Å) = 5.5

Last column: Löwdin charge in e.
Cartesian coordinates (Å):
C 0.1878 2.5486 0.8360  -0.186
C 1.0811 1.5238 0.2912  -0.358
N 0.4929 0.1377 0.0885  -0.103
C 1.4275 -1.0780 0.0054  -0.398
N 0.7473 -2.3188 -0.3198  -0.065
H 0.8736 3.2458 1.4709  0.091
H -0.2675 3.1499 0.0528  0.043
H -0.5550 2.2312 1.6203  0.075
H 1.9627 1.3026 1.0064  0.111
H 1.5742 1.7288 -0.6464  0.090
H -0.0488 -0.0030 0.9354  0.029
H 2.1501 -0.8474 -0.8521  0.105
H 1.9720 -1.3215 0.9446  0.090
H -0.0644 -2.0073 -0.9031  0.015
H 0.5015 -2.9395 0.4124  -0.024
H -2.3838 -3.5708 0.8483  -0.045
H -2.3477 -5.1211 1.0492  -0.062
O -2.6532 -4.3127 1.4254  -0.286
H -2.0015 2.2003 -3.2158  -0.003
H -1.2322 2.5516 -2.0813  0.008
O -1.4168 2.8998 -2.9682  -0.129

(9)
Below is an isolated molecule of C3H6OS, with properties calculated with wB97M-V/def2-TZVPD.

- spin multiplicity = 1
- DFT total energy (eV) = -16088.4720
- Kohn-Sham gap (eV) = 9.50
- E_LUMO (eV) = 0.907
- strongest force on any atom (eV/Å) = 6.8
- SMILES = C1CSCO1

Last column: Löwdin charge in e.
Cartesian coordinates (Å):
C -0.6416 1.0973 -0.2253  -0.451
C 0.8585 0.5780 0.1973  -0.351
C 0.0235 -1.5584 -0.0329  -0.311
H -1.0489 1.9796 0.4598  0.092
H -1.1143 1.4840 -1.2160  0.066
H 0.8320 0.7471 1.3003  0.123
H 1.7461 0.9972 -0.3305  0.140
H 0.0682 -2.2829 -0.9508  0.123
H -0.1781 -1.9708 0.9426  0.042
O 1.1134 -0.6301 -0.1842  -0.192
S -1.6589 -0.4410 0.0397  0.719

- Look up the strongest force on any atom of the sixth one.
  8.6 eV/Å

- Which formula does entry 5 have?
  C5H10O